1.
Formula: CH5N3OS
Source: the Open Molecules 2025 dataset
Level of theory: ωB97M-V/def2-TZVPD

Geometry (Å):
1 H -1.773 -1.409 -1.782
2 N -0.943 -0.523 -1.534
3 C -0.132 -0.617 -0.483
4 N 0.290 -1.717 0.377
5 O 0.278 -1.480 1.787
6 N 0.377 0.458 0.182
7 S 0.129 1.978 -0.383
8 H -0.444 -2.482 0.175
9 H 1.165 -1.954 2.310
10 H 0.677 0.041 1.107
11 H -1.182 2.166 -0.249

Results
Energy relative to the best compared isomer or geometry (same formula, charge and spin) (kJ/mol): 375.18
Gap between HOMO and LUMO (eV): 8.941
E (Eh): -678.63306
SMILES: [H]/N=C(\NO)NS
HOMO (eV): -8.755

2.
Formula: H4P2S
Source: the Open Molecules 2025 dataset
Level of theory: ωB97M-V/def2-TZVPD

Geometry (Å):
1 P 0.742 0.403 1.105
2 P -0.582 -0.782 -0.090
3 S 0.172 -0.299 -2.068
4 H -0.111 0.312 2.206
5 H 0.006 1.416 0.670
6 H 0.187 -1.869 0.119
7 H -0.413 0.819 -1.942

Results
Energy relative to the best compared isomer or geometry (same formula, charge and spin) (kJ/mol): 0.00
Gap between HOMO and LUMO (eV): 9.383
E (Eh): -1083.25026
SMILES: [PH2]#[PH]S
HOMO (eV): -8.706

3.
Formula: C35H52O27
Source: the Open Molecules 2025 dataset
Level of theory: ωB97M-V/def2-TZVPD

Geometry (Å):
1 C -1.861 -2.440 3.960
2 C -2.793 -1.925 5.093
3 C -3.416 -0.571 4.776
4 O -4.649 -0.857 4.236
5 C -4.948 -2.130 4.422
6 O -6.088 -2.585 4.189
7 O -3.902 -2.778 4.987
8 H -0.986 -1.803 3.831
9 H -2.291 -2.594 2.970
10 H -1.531 -3.413 4.324
11 H -2.269 -2.006 6.044
12 H -2.872 0.095 4.106
13 H -3.546 -0.012 5.703
14 C 7.330 -2.257 -3.535
15 C 6.632 -1.194 -2.731
16 C 6.046 0.007 -3.462
17 O 4.776 0.153 -2.862
18 C 4.454 -1.030 -2.159
19 O 3.347 -1.255 -1.557
20 O 5.466 -1.790 -2.231
21 H 6.686 -2.739 -4.271
22 H 7.745 -2.996 -2.849
23 H 8.145 -1.795 -4.091
24 H 7.203 -0.847 -1.869
25 H 5.866 -0.101 -4.532
26 H 6.648 0.894 -3.264
27 C 0.732 -0.520 1.474
28 C 0.370 -0.550 0.023
29 C 0.009 -1.966 -0.576
30 O -1.222 -1.866 -1.150
31 C -1.751 -0.742 -0.813
32 O -2.842 -0.433 -1.275
33 O -0.899 -0.063 -0.023
34 H 1.759 -0.882 1.519
35 H -0.030 -0.860 2.176
36 H 0.811 0.542 1.706
37 H 1.115 -0.016 -0.568
38 H 0.133 -2.768 0.151
39 H 0.746 -2.217 -1.338
40 C 1.811 -0.066 -4.498
41 C 0.352 -0.427 -4.547
42 C -0.161 -1.052 -5.774
43 O -0.733 -2.288 -5.432
44 C -0.430 -2.623 -4.146
45 O -0.572 -3.718 -3.612
46 O 0.302 -1.596 -3.610
47 H 2.041 0.313 -3.501
48 H 2.072 0.736 -5.188
49 H 2.445 -0.923 -4.725
50 H -0.230 0.439 -4.230
51 H 0.506 -1.070 -6.636
52 H -0.879 -0.279 -6.048
53 C -0.853 -6.820 1.444
54 C 0.693 -6.514 1.683
55 C 1.476 -5.852 0.589
56 O 1.838 -4.608 1.221
57 C 1.522 -4.593 2.544
58 O 1.810 -3.629 3.250
59 O 0.762 -5.608 2.770
60 H -0.896 -7.563 0.648
61 H -1.205 -5.815 1.207
62 H -1.475 -7.096 2.296
63 H 1.241 -7.400 2.005
64 H 1.057 -5.720 -0.409
65 H 2.445 -6.335 0.466
66 C -5.510 0.458 -2.599
67 C -4.511 1.485 -3.194
68 C -3.144 1.160 -3.792
69 O -3.058 2.109 -4.849
70 C -4.258 2.553 -5.177
71 O -4.421 3.195 -6.221
72 O -5.121 2.226 -4.248
73 H -5.682 -0.341 -3.320
74 H -6.445 1.000 -2.459
75 H -5.202 -0.088 -1.707
76 H -4.358 2.252 -2.435
77 H -2.982 0.119 -4.070
78 H -2.322 1.323 -3.095
79 C -2.128 2.203 1.932
80 C -2.111 3.618 1.401
81 C -1.033 3.919 0.395
82 O -1.530 4.977 -0.331
83 C -2.917 4.999 -0.223
84 O -3.697 5.843 -0.618
85 O -3.250 4.063 0.620
86 H -1.097 1.873 2.064
87 H -2.565 1.461 1.263
88 H -2.653 2.230 2.886
89 H -1.933 4.316 2.219
90 H -0.797 3.152 -0.342
91 H -0.181 4.166 1.028
92 C 0.668 4.709 4.040
93 C 0.660 3.621 5.178
94 C -0.632 3.351 5.921
95 O -0.872 2.008 5.617
96 C -0.011 1.493 4.753
97 O 0.018 0.346 4.328
98 O 0.930 2.352 4.512
99 H -0.140 5.415 4.231
100 H 0.343 4.235 3.113
101 H 1.658 5.164 4.005
102 H 1.467 3.922 5.846
103 H -1.488 3.994 5.719
104 H -0.386 3.594 6.955
105 O 2.868 3.036 1.953
106 C 2.726 3.160 0.719
107 O 3.155 2.207 -0.068
108 C 2.853 2.503 -1.429
109 C 2.629 3.993 -1.346
110 O 2.405 4.201 0.042
111 H 3.608 2.091 -2.098
112 H 1.975 1.904 -1.672
113 H 1.882 4.367 -2.046
114 H 3.532 4.484 -1.709

Results
Energy relative to the best compared isomer or geometry (same formula, charge and spin) (kJ/mol): 557.81
Gap between HOMO and LUMO (eV): 10.153
E (Eh): -3396.31573
SMILES: C[C@H]1COC(=O)O1.C[C@H]1COC(=O)O1.C[C@H]1COC(=O)O1.C[C@H]1COC(=O)O1.C[C@H]1COC(=O)O1.C[C@H]1COC(=O)O1.C[C@H]1COC(=O)O1.C[C@H]1COC(=O)O1.O=C1OCCO1
HOMO (eV): -10.290